(1)
C41H95N5O26 | the ωB97M-V functional and the def2-TZVPD basis

Positions of all 167 atoms, in Å:
O 3.5622 -2.1590 1.1726
O 2.0157 4.5663 2.2238
O 6.9842 -1.2087 -1.9611
O 6.9331 -6.9581 -3.2115
O -3.3895 -1.1681 2.0780
O -0.1452 5.5055 -1.5924
O -1.1019 -4.1694 0.7003
O 5.6005 -0.1321 -4.6085
O 2.0161 2.9814 -2.0516
O 6.9278 -2.2486 -0.1306
O 0.5404 -1.7978 -5.1563
O -0.2274 -4.8082 3.1493
O -4.1626 -2.9920 3.2643
O -5.6059 -1.7159 2.2793
O -0.8235 0.8266 4.2609
O -1.5623 2.5836 -4.1622
O -3.1656 6.4970 3.2758
O -6.5557 2.5463 2.6547
O 1.2584 1.3377 -4.4206
O -4.3789 0.9801 -1.0421
O 6.4001 1.5577 -2.6631
O 2.9562 -5.0952 -4.6920
O -1.3371 0.8030 6.5065
O 5.1920 -1.2309 -0.9039
O -2.7794 1.6040 5.0842
O 2.4989 2.3231 0.8118
N 6.3695 -1.5801 -0.9971
N -5.0980 4.7429 1.5275
N -0.5460 0.3679 -0.0313
N 5.7787 -4.4611 -4.0939
N 1.0007 -0.9326 -1.0252
C 0.2026 -1.0959 6.8160
C -6.5862 2.8863 1.2421
C 4.1426 2.3897 -2.2723
C -2.1076 2.0270 -5.3276
C 3.4505 1.3450 0.9957
C 3.3206 0.5501 -4.4788
C -0.0294 0.4121 6.9824
C -7.8757 2.1858 3.0861
C 0.5771 -3.6660 3.4695
C -1.9727 -5.2132 0.2571
C 6.1712 -7.3352 -2.0437
C -0.8566 -2.2446 -5.4260
C 5.2047 1.5751 -2.9472
C -1.5350 1.0450 5.2130
C 4.6143 -3.6169 -3.8127
C 2.8827 2.2965 -2.7548
C 2.0589 -1.3830 -1.9550
C -3.7720 5.2994 1.3121
C 2.4579 1.3952 -3.9303
C -0.2056 5.6237 -3.0338
C 3.5059 -3.8817 -4.8851
C -4.3544 1.6589 -2.2774
C 6.7234 -4.5298 -3.0277
C 4.7072 0.5293 -4.1082
C -3.5917 6.6688 1.9359
C -2.6419 -2.6378 5.0362
C 7.6338 -5.7320 -3.1921
C -4.3134 -1.8425 2.5626
C 1.6146 5.5271 1.2954
C -2.9931 7.6781 4.0473
C -3.2619 1.8492 3.7400
C -0.7873 2.6754 0.7400
C 0.7073 -1.4380 0.2355
C -6.0190 -0.6649 1.4592
C -0.2303 -0.6619 0.8773
C 0.1714 0.1438 -1.2045
C 4.3996 -1.9327 2.2841
C -5.2045 3.4869 0.8129
C -2.9331 -3.4549 3.7938
C -1.5243 1.4676 0.1878
C 1.9225 -5.3802 -5.6213
H -5.2490 4.5183 2.5005
H -4.2408 2.3219 3.8199
H 5.3853 -5.3914 -4.0952
H 8.4339 -5.6611 -2.4553
H 0.5656 -0.8582 -4.9608
H 1.1482 -4.6193 -5.7189
H -7.0061 -0.2867 1.7252
H -0.7049 -0.7623 1.8422
H 4.9250 -2.5768 -3.7143
H -3.7062 5.3738 0.2266
H -7.7543 2.0854 4.1646
H 5.3818 -6.6255 -1.7963
H -2.0354 8.1016 3.7448
H -3.1801 1.8744 -5.2067
H 2.0716 3.7382 1.7413
H 2.3773 -5.4543 -6.6091
H 4.0639 -1.1830 3.0005
H -0.9547 -4.2330 1.6469
H -1.5979 -2.1134 -4.6378
H -2.3092 -4.9974 -0.7570
H -5.2730 1.5630 -2.8563
H 5.6925 -8.2956 -2.2349
H 5.4522 -1.7595 2.0603
H 1.1877 -2.3321 0.6043
H -0.6267 2.3700 -4.1375
H -1.2578 -1.8139 -6.3434
H -3.2565 0.9736 3.0908
H -6.6756 1.9530 0.6863
H 4.3014 -3.8519 -2.7954
H 0.8107 0.8932 6.4815
H 4.4182 1.8041 1.1983
H 1.7150 6.5371 1.6926
H 2.8137 -0.5967 -1.9586
H -2.8697 -5.0850 0.8630
H -1.5567 -6.2206 0.2534
H 2.4332 -2.3566 -1.6387
H 1.5052 -6.3801 -5.5018
H 2.7262 -3.1437 -4.6966
H 6.2350 -4.5942 -2.0554
H 3.0512 -0.2372 -5.1673
H -2.4022 -1.6233 4.7175
H -4.7024 0.0926 -1.2131
H 4.4255 3.0562 -1.4709
H 2.0834 5.3991 0.3197
H 0.6201 -3.5264 4.5496
H -8.5654 3.0148 2.9273
H -0.0419 6.6725 -3.2817
H -4.3820 2.8381 1.1140
H 0.5383 5.3594 1.2576
H -0.6402 -1.6745 7.1942
H -3.5522 -2.5917 5.6340
H 4.3240 -2.7778 2.9684
H -2.1608 -3.2388 3.0556
H 1.0205 -1.4275 7.4557
H -2.9273 7.4823 5.1176
H 0.5786 5.0625 -3.5419
H 6.8777 -7.3956 -1.2158
H -0.7612 -3.3113 -5.6285
H -1.6587 1.0383 -5.4225
H 1.6026 -1.6096 -2.9186
H 8.1275 -5.5310 -4.1429
H 0.1787 -5.5692 3.5707
H 0.0122 0.5557 8.0621
H -5.4472 0.2611 1.5191
H 7.3120 -3.6125 -3.0190
H 2.3498 2.4625 -0.1262
H 0.0355 4.5803 -1.4107
H -8.3084 1.2773 2.6671
H 4.0468 -1.8229 0.4152
H -2.2455 1.1147 0.9249
H -0.2088 2.4691 1.6405
H -0.1369 3.1256 -0.0099
H -1.7230 2.5503 -6.2030
H -3.5767 1.3684 -2.9837
H -1.8506 -2.9691 5.7087
H 0.4315 -1.2513 5.7617
H -2.6008 2.5632 3.2490
H 3.1675 0.5346 1.6675
H -4.3142 2.7374 -2.1252
H -3.7056 8.4689 3.8126
H 0.1421 -2.7487 3.0729
H -4.5180 7.2367 1.8485
H 1.5674 -3.7225 3.0178
H 3.9385 -3.6573 -5.8601
H -3.0506 4.5943 1.7252
H -5.9087 -1.0071 0.4302
H -2.8469 7.1756 1.3223
H -1.1843 5.3741 -3.4437
H -7.4541 3.4886 0.9734
H 0.1034 0.7152 -2.1184
H -4.9871 3.5554 -0.2530
H 3.6021 0.9159 0.0052
H -2.0394 1.6903 -0.7467
H -2.9503 -4.4835 4.1539
H -1.5029 3.4725 0.9416

Atoms 1-3, force components in eV/Å:
O -0.26 0.03 1.10
O 0.89 0.42 1.17
O 1.36 0.22 -1.91

Its charge is -2. The total energy is -3848.8247 a.u.

(2)
C5H12O2 | the ωB97M-V functional and the def2-TZVPD basis

Positions of all 19 atoms, in Å:
O -0.3712 -1.2828 0.5750
O 0.4350 -1.0127 -2.1299
C 0.2101 0.0269 0.6284
C 1.4910 0.1241 -0.2336
C -2.1160 0.9628 1.0632
C -0.8747 0.9986 0.1768
C 1.5801 -0.9583 -1.3095
H 0.2184 -1.8975 1.0291
H -2.8695 1.6767 0.7154
H 1.7699 -1.9362 -0.8377
H -2.5619 -0.0357 1.0673
H -1.8634 1.2220 2.0991
H 1.5168 1.1076 -0.7175
H -1.1286 0.7677 -0.8656
H 0.4570 0.2559 1.6770
H -0.2719 -1.3306 -1.5482
H 2.4339 -0.7543 -1.9639
H -0.4421 2.0070 0.1761
H 2.3869 0.0587 0.3984

Atoms 1-3, force components in eV/Å:
O 0.15 -0.21 0.16
O -0.23 -0.11 0.08
C 0.05 0.28 0.05

Its charge is 0. The total energy is -348.1768 a.u. The relative energy (zero: lowest compared OMol25 entry of this formula, charge and spin) is 73.7 kJ/mol.

Please write out number 2 again, unchanged.
C5H12O2 | the ωB97M-V functional and the def2-TZVPD basis

Positions of all 19 atoms, in Å:
O -0.3712 -1.2828 0.5750
O 0.4350 -1.0127 -2.1299
C 0.2101 0.0269 0.6284
C 1.4910 0.1241 -0.2336
C -2.1160 0.9628 1.0632
C -0.8747 0.9986 0.1768
C 1.5801 -0.9583 -1.3095
H 0.2184 -1.8975 1.0291
H -2.8695 1.6767 0.7154
H 1.7699 -1.9362 -0.8377
H -2.5619 -0.0357 1.0673
H -1.8634 1.2220 2.0991
H 1.5168 1.1076 -0.7175
H -1.1286 0.7677 -0.8656
H 0.4570 0.2559 1.6770
H -0.2719 -1.3306 -1.5482
H 2.4339 -0.7543 -1.9639
H -0.4421 2.0070 0.1761
H 2.3869 0.0587 0.3984

Atoms 1-3, force components in eV/Å:
O 0.15 -0.21 0.16
O -0.23 -0.11 0.08
C 0.05 0.28 0.05

Its charge is 0. The total energy is -348.1768 a.u. The relative energy (zero: lowest compared OMol25 entry of this formula, charge and spin) is 73.7 kJ/mol.

> Which value of charge does entry 1 give?

-2